Entry 1:
Formula: C2H3FS2
Source: the OMol25 dataset
Level of theory: ωB97M-V/def2-TZVPD

Structure (XYZ):
```
8
Properties=species:S:1:pos:R:3:mulliken_charge:R:1
H -0.36 0.41 -0.01 0.149
H 1.10 -1.48 -2.90 0.169
H -1.89 1.16 0.72 0.313
S 1.18 -1.77 -1.55 -0.001
S 1.05 1.73 2.77 -0.306
C -0.85 0.98 0.76 -0.101
C 0.04 1.33 1.64 -0.031
F -0.28 -2.35 -1.42 -0.191
```

Values from the calculation:
- molar mass (g/mol) = 110.2
- expectation value of S² = 2.020
- total energy (hartree) = -974.0580
- energy above the lowest of the compared OMol25 structures with the same formula, charge and spin (kJ/mol) = 93.0
- spin multiplicity = 3
- max |F| (Eh/bohr) = 0.0555
- E_HOMO (alpha / beta) (eV) = -6.26 / -9.80

***

Entry 2:
Formula: C2H3FSi
Source: the OMol25 dataset
Level of theory: ωB97M-V/def2-TZVPD

Structure (XYZ):
```
7
Properties=species:S:1:pos:R:3:mulliken_charge:R:1
F -1.65 -2.68 1.69 -0.230
Si 1.18 0.97 -1.43 0.154
C -1.05 -1.61 1.41 0.275
C -0.35 -0.63 1.31 -0.306
H -0.09 1.63 -1.58 -0.043
H 1.91 2.02 -2.38 -0.065
H 0.06 0.29 0.98 0.216
```

Values from the calculation:
- molar mass (g/mol) = 74.1
- total energy (hartree) = -467.1477
- energy above the lowest of the compared OMol25 structures with the same formula, charge and spin (kJ/mol) = 518.9
- max |F| (Eh/bohr) = 0.0390
- E_HOMO (eV) = -8.98

***

Entry 3:
Formula: C2H3FeO2P
Source: the OMol25 dataset
Level of theory: ωB97M-V/def2-TZVPD

Structure (XYZ):
```
9
Properties=species:S:1:pos:R:3:mulliken_charge:R:1
H -2.92 -1.30 -0.02 0.337
H 2.58 1.73 -0.52 0.292
P -1.82 -1.72 0.93 0.370
C 2.46 0.90 -1.23 0.143
O 1.43 0.25 -1.27 -0.415
O -2.63 0.33 2.51 0.138
C -2.56 -0.26 1.53 0.562
H 3.35 0.55 -1.78 0.321
Fe 0.11 -0.48 -0.14 1.253
```

Values from the calculation:
- total charge = +3
- molar mass (g/mol) = 145.9
- expectation value of S² = 8.768
- total energy (hartree) = -1832.0039
- energy above the lowest of the compared OMol25 structures with the same formula, charge and spin (kJ/mol) = 0.0
- spin multiplicity = 6
- max |F| (Eh/bohr) = 0.1390
- E_HOMO (alpha / beta) (eV) = -25.33 / -25.19

***

Entry 4:
Formula: C2H3GaO2
Source: the OMol25 dataset
Level of theory: ωB97M-V/def2-TZVPD

Structure (XYZ):
```
8
Properties=species:S:1:pos:R:3:mulliken_charge:R:1
O 0.09 -1.62 -0.12 -0.008
H -0.91 0.07 0.85 0.356
O 0.31 1.91 -0.09 0.028
Ga 0.04 -2.97 0.68 1.012
H 1.14 2.41 -0.16 0.524
C -0.37 -0.40 -0.22 0.269
C 0.43 0.72 0.29 0.352
H -0.73 -0.10 -1.23 0.467
```

Values from the calculation:
- total charge = +3
- molar mass (g/mol) = 128.8
- expectation value of S² = 0.752
- total energy (hartree) = -2151.5541
- energy above the lowest of the compared OMol25 structures with the same formula, charge and spin (kJ/mol) = 336.4
- spin multiplicity = 2
- max |F| (Eh/bohr) = 0.2115
- E_HOMO (alpha / beta) (eV) = -26.07 / -29.02

***

Entry 5:
Formula: C2H3I2NO
Source: the OMol25 dataset
Level of theory: ωB97M-V/def2-TZVPD

Structure (XYZ):
```
9
Properties=species:S:1:pos:R:3:mulliken_charge:R:1
C 0.66 -0.72 1.12 0.197
I 0.85 2.95 2.08 0.020
O 0.43 -1.81 1.55 -0.434
H -1.73 1.46 -0.30 0.238
I 1.98 -3.45 1.90 -0.108
C -0.70 1.60 1.31 -0.352
H 1.29 -0.10 0.52 0.364
N -1.08 2.00 0.19 -0.489
H -1.08 0.84 1.98 0.564
```

Values from the calculation:
- molar mass (g/mol) = 310.9
- total energy (hartree) = -803.2214
- energy above the lowest of the compared OMol25 structures with the same formula, charge and spin (kJ/mol) = 444.3
- max |F| (Eh/bohr) = 0.0574
- E_HOMO (alpha / beta) (eV) = -8.91 / -8.95

***

Entry 6:
Formula: C2H3IN2
Source: the OMol25 dataset
Level of theory: ωB97M-V/def2-TZVPD

Structure (XYZ):
```
8
Properties=species:S:1:pos:R:3:mulliken_charge:R:1
C 0.54 -0.28 0.81 -0.096
C 0.69 0.67 -0.31 -0.896
H 0.88 0.10 -1.22 0.294
N -1.13 -1.53 -0.26 0.289
H -0.10 1.41 -0.46 0.350
N -1.88 -2.01 -0.89 -0.334
H 1.61 1.21 -0.07 0.347
I -0.62 0.43 2.40 0.046
```

Values from the calculation:
- molar mass (g/mol) = 182.0
- total energy (hartree) = -485.1135
- energy above the lowest of the compared OMol25 structures with the same formula, charge and spin (kJ/mol) = 116.3
- max |F| (Eh/bohr) = 0.0392
- E_HOMO (eV) = -8.35

***

Entry 7:
Formula: C2H3IN2O
Source: the OMol25 dataset
Level of theory: ωB97M-V/def2-TZVPD

Structure (XYZ):
```
9
Properties=species:S:1:pos:R:3:mulliken_charge:R:1
O -2.44 1.44 -0.71 -0.177
I -4.54 -0.41 0.01 -0.028
C -0.53 1.14 0.89 0.443
H 0.47 -0.28 -0.34 0.240
H -0.81 -1.04 0.86 0.270
H 0.60 -0.33 1.49 0.317
N -0.83 2.24 1.02 -0.428
C -0.09 -0.19 0.68 -0.787
N -3.57 1.46 -0.45 0.150
```

Values from the calculation:
- molar mass (g/mol) = 198.0
- total energy (hartree) = -560.3415
- structure (SMILES) = CC#N.O=NI
- energy above the lowest of the compared OMol25 structures with the same formula, charge and spin (kJ/mol) = 286.3
- max |F| (Eh/bohr) = 0.0519
- E_HOMO (alpha / beta) (eV) = -9.51 / -9.51

***

Entry 8:
Formula: C2H3IN3O3
Source: the OMol25 dataset
Level of theory: ωB97M-V/def2-TZVPD

Structure (XYZ):
```
12
Properties=species:S:1:pos:R:3:mulliken_charge:R:1
O 1.93 1.96 -0.99 -0.439
N -0.16 -0.98 2.16 -0.541
O 1.31 1.21 -3.09 -0.371
O -1.33 -2.18 0.53 -0.645
N -0.42 -0.11 0.15 0.299
C -0.79 -1.13 0.88 0.541
H 0.12 0.63 0.59 0.202
I -2.11 1.45 -1.74 -0.245
N -0.67 0.02 -1.22 -0.995
C 1.56 1.48 -1.98 0.757
H -0.16 -1.83 2.59 0.223
H 0.72 -0.52 2.12 0.214
```

Values from the calculation:
- total charge = -1
- molar mass (g/mol) = 244.0
- total energy (hartree) = -765.7316
- energy above the lowest of the compared OMol25 structures with the same formula, charge and spin (kJ/mol) = 17.8
- max |F| (Eh/bohr) = 0.0797
- E_HOMO (eV) = -3.17

***

Entry 9:
Formula: C2H3INO3
Source: the OMol25 dataset
Level of theory: ωB97M-V/def2-TZVPD

Structure (XYZ):
```
10
Properties=species:S:1:pos:R:3:mulliken_charge:R:1
C -1.16 0.55 0.25 0.123
O -0.72 1.58 0.35 -0.013
N 3.70 1.22 -0.63 -0.036
I -3.92 -0.02 0.42 0.426
O 2.69 0.65 -0.51 -0.251
C -1.25 -0.86 0.14 0.282
O -2.54 -1.36 0.02 -0.480
H 4.52 0.66 -0.20 0.295
H -0.52 -1.10 0.89 0.295
H -0.80 -1.33 -0.72 0.358
```

Values from the calculation:
- total charge = +1
- molar mass (g/mol) = 216.0
- expectation value of S² = 2.007
- total energy (hartree) = -655.6550
- energy above the lowest of the compared OMol25 structures with the same formula, charge and spin (kJ/mol) = 131.1
- spin multiplicity = 3
- max |F| (Eh/bohr) = 0.1075
- E_HOMO (alpha / beta) (eV) = -11.39 / -14.70

***

Entry 10:
Formula: C2H3IO
Source: the OMol25 dataset
Level of theory: ωB97M-V/def2-TZVPD

Structure (XYZ):
```
7
Properties=species:S:1:pos:R:3:mulliken_charge:R:1
C -1.52 0.73 0.05 0.121
I -3.38 -0.08 0.04 0.248
H 0.06 0.06 1.06 0.258
C -0.23 0.10 0.02 -0.666
H 0.58 0.72 -0.42 0.274
O -1.58 2.50 -0.29 -0.522
H -0.37 -0.95 -0.52 0.287
```

Values from the calculation:
- molar mass (g/mol) = 169.9
- total energy (hartree) = -450.7329
- energy above the lowest of the compared OMol25 structures with the same formula, charge and spin (kJ/mol) = 514.2
- max |F| (Eh/bohr) = 0.1920
- E_HOMO (alpha / beta) (eV) = -9.38 / -9.39

***

Entry 11:
Formula: C2H3KNO4S
Source: the OMol25 dataset
Level of theory: ωB97M-V/def2-TZVPD

Structure (XYZ):
```
12
Properties=species:S:1:pos:R:3:mulliken_charge:R:1
N -0.29 -1.39 -0.29 -0.513
H -0.69 -3.74 -2.40 0.260
O -0.28 3.45 1.21 -0.839
O 0.35 1.48 2.30 -0.817
K -0.53 1.33 -0.45 0.866
S 0.12 2.92 2.52 1.247
C -0.12 -2.09 -1.23 0.443
O -0.93 3.13 3.51 -0.739
C 0.09 -2.98 -2.43 -0.669
O 1.33 3.62 2.98 -0.750
H -0.13 -2.31 -3.26 0.240
H 1.08 -3.43 -2.45 0.271
```

Values from the calculation:
- total charge = -1
- molar mass (g/mol) = 176.2
- total energy (hartree) = -1431.9032
- energy above the lowest of the compared OMol25 structures with the same formula, charge and spin (kJ/mol) = 79.8
- max |F| (Eh/bohr) = 0.0930
- E_HOMO (eV) = -2.42

***

Entry 12:
Formula: C2H3LiO2Sn
Source: the OMol25 dataset
Level of theory: ωB97M-V/def2-TZVPD

Structure (XYZ):
```
9
Properties=species:S:1:pos:R:3:mulliken_charge:R:1
C 1.28 -0.56 -0.17 -0.037
H 0.27 -0.56 -2.17 0.391
H 1.59 -1.75 0.15 0.172
O -1.05 -0.12 -0.61 -0.527
O 1.10 0.00 1.10 -0.538
Li 2.39 -0.33 2.32 0.919
Sn -0.73 0.36 1.18 0.662
C 0.17 -0.27 -1.11 -0.325
H 2.27 -0.27 -0.56 0.282
```

Values from the calculation:
- total charge = +1
- molar mass (g/mol) = 184.7
- expectation value of S² = 0.755
- total energy (hartree) = -450.0206
- energy above the lowest of the compared OMol25 structures with the same formula, charge and spin (kJ/mol) = 0.0
- spin multiplicity = 2
- max |F| (Eh/bohr) = 0.1469
- E_HOMO (alpha / beta) (eV) = -11.10 / -13.82